Entry 1:
C4H14NO3 | ωB97M-V/def2-TZVPD

Structure (XYZ):
```
22
Properties=species:S:1:pos:R:3:forces:R:3:lowdin_charge:R:1
C -1.607308 -0.880882 -0.313300 -1.027 0.856 -0.674 -0.13
N -0.543760 -0.475398 -1.246606 0.958 -1.307 -0.439 -0.30
C -0.385421 -1.456228 -2.335579 0.814 1.267 -0.342 -0.15
C 0.802171 -0.207812 -0.597152 -0.946 -2.481 0.548 -0.21
C 1.099388 1.289909 -0.883705 0.165 0.358 -0.538 -0.35
O 1.473218 1.825379 0.345292 -2.095 -0.313 1.368 -0.20
H -1.578095 -0.278901 0.608832 0.195 -0.536 -0.616 0.05
H -1.583987 -1.947990 -0.022222 0.058 0.099 -0.107 0.07
H -2.625196 -0.639556 -0.777530 1.190 -0.587 0.314 0.09
H 0.660018 -1.255514 -2.856462 -2.408 -0.482 0.792 0.11
H -1.254060 -1.356510 -3.030326 0.746 -0.236 0.136 0.07
H -0.395190 -2.455292 -1.889507 0.199 -0.440 -0.316 0.05
H 0.523882 -0.491978 0.543566 1.392 1.491 -2.525 0.11
H 1.675581 -0.998046 -0.841307 -1.912 1.721 -0.166 0.13
H 0.159927 1.746145 -1.497755 1.583 -0.767 1.819 0.13
H 1.954250 1.566563 -1.540631 -0.260 -0.892 -0.186 0.08
H 1.208878 1.056481 4.385355 1.484 -0.464 0.375 -0.04
H 0.200184 1.023104 3.191164 0.078 -0.025 0.897 -0.04
O 0.349066 1.353934 4.181044 -1.447 0.517 -0.619 -0.18
H 0.772904 1.253313 1.020990 1.627 1.275 -0.284 0.06
H -0.849112 0.912155 1.661243 -0.174 0.025 0.243 -0.01
O -0.057337 0.417125 1.894586 -0.219 0.922 0.319 -0.34
```
Forces are in eV/Å.

Properties
Frontier orbital gap = 8.2 eV
Total charge = -1
Energy relative to the best compared isomer or geometry (same formula, charge and spin) = 283.5 kJ/mol
2S+1 = 1

=====

Entry 2:
C4H14NO3 | ωB97M-V/def2-TZVPD

Structure (XYZ):
```
22
Properties=species:S:1:pos:R:3:forces:R:3:lowdin_charge:R:1
C 0.341055 1.827117 2.294312 0.069 -0.439 -0.253 0.02
C -0.249074 0.737850 1.372393 -0.129 3.725 2.490 -0.03
C 0.820452 0.597967 0.190732 1.039 0.194 -3.346 0.11
C -0.601973 0.746552 -0.113477 0.034 -5.487 -2.454 -0.30
O -1.182780 -0.393473 -0.612177 0.663 3.714 2.682 0.03
N -0.051577 -2.391471 1.656874 0.957 -0.788 0.382 0.07
H -0.060497 1.684814 3.298825 -0.123 0.263 -0.131 0.10
H 1.435729 1.601529 2.396795 -0.548 0.228 -0.139 0.13
H 0.271322 2.897117 1.935148 -0.060 -1.293 0.088 0.14
H -0.927347 0.068986 1.847597 0.313 -1.235 0.401 0.14
H 1.347616 -0.349417 0.311707 -0.412 -0.323 0.212 0.16
H 1.519038 1.353954 -0.274333 -0.830 -0.217 1.432 0.18
H -1.012752 1.665359 -0.471238 -0.213 1.299 -0.075 0.22
H -0.386875 -1.839942 0.888922 -0.855 -0.667 -0.321 -0.03
H 0.741623 -2.962433 1.299721 -0.871 0.550 0.611 0.06
H -0.741763 -2.990473 2.155518 0.629 0.921 -0.904 0.07
H 0.078042 0.107290 -3.169237 0.174 -0.075 -0.431 -0.03
H 0.585090 1.230752 -4.168726 -0.095 -0.621 2.171 0.09
O 0.538507 0.967867 -3.192809 0.064 0.900 -1.636 -0.11
H -0.820954 -1.086234 -1.829255 1.287 -1.200 -2.724 0.02
H -1.191571 -1.997487 -3.068053 -0.035 -0.176 -0.364 0.06
O -0.451302 -1.476233 -2.749230 -1.057 0.729 2.308 -0.09
```
Forces are in eV/Å.

Properties
Frontier orbital gap = 4.5 eV
Total charge = +1
Energy relative to the best compared isomer or geometry (same formula, charge and spin) = 852.9 kJ/mol
2S+1 = 1

=====

Entry 3:
C4H14NS | ωB97M-V/def2-TZVPD

Structure (XYZ):
```
20
Properties=species:S:1:pos:R:3:forces:R:3:lowdin_charge:R:1
C -0.124534 -0.678381 2.516846 0.209 -0.696 -1.188 -0.58
C -1.350210 -1.198021 1.769047 -1.072 -1.124 0.223 -0.21
S 1.356310 -0.733867 1.407173 0.095 0.238 0.143 0.64
H -0.131129 0.389218 2.813936 -0.365 -0.828 0.119 0.07
H -0.036272 -1.406752 3.337315 0.544 0.878 0.088 0.08
H -2.270820 -0.882820 2.345717 0.792 -0.743 -0.842 0.10
H 1.072857 -1.814006 0.664427 -0.173 -0.154 0.262 -0.16
H -1.283834 -2.327100 1.615595 -0.191 1.146 1.167 0.10
H -1.470239 -1.002967 0.707807 0.092 1.272 -0.098 0.02
C -0.782399 0.777316 -1.874527 1.328 -0.601 -2.581 -0.13
C -0.933237 2.287381 -1.952430 0.863 -0.511 1.561 -0.06
N 0.552416 0.336953 -2.708594 1.086 1.785 1.837 0.17
H -0.649183 0.405876 -0.863486 0.099 -0.325 -0.170 0.08
H -1.437519 0.202258 -2.539764 -0.826 0.313 1.084 0.13
H -1.513845 2.579415 -2.808306 -0.063 0.437 -0.198 0.08
H 0.074806 2.776283 -1.884299 -0.914 -0.252 -0.333 0.10
H 0.768809 -0.650416 -2.623539 -0.133 -0.269 0.048 0.15
H 0.554831 0.594783 -3.705033 -0.339 -0.011 0.426 0.16
H 1.354223 0.861685 -2.251317 -0.910 -0.831 -0.761 0.17
H -1.411863 2.543166 -0.986396 -0.123 0.275 -0.786 0.10
```
Forces are in eV/Å.

Properties
Frontier orbital gap = 8.6 eV
Total charge = +1
Energy relative to the best compared isomer or geometry (same formula, charge and spin) = 117.5 kJ/mol
2S+1 = 1

=====

Entry 4:
C4H14NS3 | ωB97M-V/def2-TZVPD

Structure (XYZ):
```
22
Properties=species:S:1:pos:R:3:forces:R:3:lowdin_charge:R:1
C -2.439568 0.835523 -0.711802 0.037 0.027 0.154 -0.24
C -2.325485 -0.625299 -0.328855 -0.033 0.056 0.038 -0.57
S -3.966906 -1.364997 -0.560027 -0.043 0.077 -0.048 0.76
N -1.117453 1.522320 -0.516585 0.000 -0.032 0.034 0.15
H -3.161016 1.353708 -0.086254 -0.077 0.044 0.010 0.13
H -2.709998 0.972741 -1.752411 -0.079 -0.051 -0.157 0.13
H -2.013637 -0.703812 0.711587 0.001 -0.050 0.058 0.08
H -1.588395 -1.119609 -0.959064 0.064 -0.067 -0.065 0.08
H -3.653396 -2.556068 -0.044820 0.032 -0.080 0.035 -0.12
H -1.131828 2.470857 -0.890040 0.053 0.067 0.053 0.17
H -0.362507 1.010252 -0.982058 0.041 0.083 -0.084 0.07
H -0.839475 1.547403 0.472494 0.006 -0.039 -0.091 0.11
C 3.860573 0.855280 -0.073758 -0.078 0.186 -0.013 -0.43
S 2.106436 0.707268 -0.501765 -0.026 -0.169 0.351 0.44
S 1.286677 0.147890 1.306310 0.056 0.113 -0.242 0.46
C 1.356721 -1.654271 1.226217 -0.156 -0.113 0.121 -0.45
H 3.997443 1.683534 0.616479 0.040 -0.020 -0.042 0.04
H 4.212987 -0.069938 0.364411 0.014 -0.132 0.026 0.03
H 4.399350 1.040393 -0.999406 0.012 0.050 -0.065 0.04
H 2.383901 -1.995276 1.168548 0.112 0.005 -0.015 0.04
H 0.919092 -2.020959 2.156733 0.020 0.030 -0.029 0.04
H 0.786485 -2.036940 0.384066 0.004 0.015 -0.029 0.03
```
Forces are in eV/Å.

Properties
Frontier orbital gap = 9.5 eV
Total charge = +1
Energy relative to the best compared isomer or geometry (same formula, charge and spin) = 10.8 kJ/mol
2S+1 = 1